# 1
C28H26IIrN7O2S3 | ωB97M-V with the def2-TZVPD basis set

```
! wB97M-V def2-TZVPD RIJCOSX def2/J DEFGRID3
* xyz 2 6
Ir -0.5481 -0.9394 0.5989
C -3.6419 -5.0985 1.0831
S -3.3405 -4.5030 2.7608
C -2.6172 -2.9276 2.4423
S -0.9612 -3.1766 2.7514
N -3.2894 -1.9151 2.0537
N -2.4787 -0.8161 1.7619
C -2.7414 0.2504 2.4023
C -1.9038 1.4412 2.1835
C -2.2244 2.6560 2.7630
C -1.3715 3.7335 2.5661
C -0.2312 3.5515 1.8027
C 0.0116 2.2992 1.2564
N -0.8049 1.2649 1.4361
H -4.2211 -6.0133 1.1967
H -2.7016 -5.3315 0.5885
H -4.2273 -4.3681 0.5292
H -3.5471 0.2750 3.1311
H -3.1242 2.7525 3.3562
H -1.5923 4.6957 3.0079
H 0.4603 4.3629 1.6242
H 0.8958 2.1171 0.6560
C 1.5378 0.6049 4.6832
C 2.4623 0.5065 3.5271
N 3.6218 1.1238 3.5577
C 4.4187 1.0148 2.4873
C 4.1234 0.3129 1.2934
C 5.1548 0.3254 0.1800
O 5.4968 -0.9691 -0.2784
C 2.9017 -0.3141 1.1976
C 2.5715 -1.0658 -0.0312
N 1.4046 -1.2203 -0.5374
C 1.3707 -1.7635 -1.8695
C 2.3795 -1.4462 -2.7809
C 2.3538 -1.9270 -4.0786
C 1.2994 -2.7172 -4.5070
C 0.2722 -3.0246 -3.6280
C 0.3130 -2.5440 -2.3297
I -1.2552 -3.1012 -1.0763
C 2.0242 -0.2452 2.3427
O 0.9000 -0.7898 2.3735
H 2.0062 1.1782 5.4773
H 1.2752 -0.3924 5.0431
H 0.6007 1.0807 4.3813
H 5.3808 1.5078 2.5794
H 6.0360 0.8777 0.5101
H 4.7489 0.8654 -0.6781
H 6.1923 -1.3414 0.2740
H 3.4359 -1.4686 -0.5509
H 3.1869 -0.7897 -2.4830
H 3.1559 -1.6711 -4.7569
H 1.2631 -3.0823 -5.5241
H -0.5569 -3.6374 -3.9540
N -3.9095 3.0251 -4.5968
C -2.9127 3.3820 -3.7744
S -2.3414 4.9020 -3.5980
C -2.3578 2.2684 -2.9385
C -3.1757 1.3056 -2.3600
C -2.6143 0.3607 -1.5182
N -1.3076 0.3200 -1.2549
C -0.5147 1.2215 -1.8476
C -0.9925 2.2096 -2.6780
H -4.3265 3.7318 -5.1819
H -4.1612 2.0647 -4.7558
H -4.2468 1.3096 -2.5140
H -3.2335 -0.3786 -1.0239
H 0.5459 1.1366 -1.6403
H -0.3278 2.9427 -3.1132
*
```

- energy relative to the best compared isomer or geometry (same formula, charge and spin) (kJ/mol) = 77.9
- highest occupied orbital energy (alpha / beta) (eV) = -12.8 / -12.8
- total energy (a.u.) = -3212.2908
- maximum force (eV Å⁻¹) = 0.533
- ⟨S²⟩ = 8.803
- LUMO energy (alpha / beta) (Ha) = -0.2231 / -0.3022

# 2
C3H7ClO2 | ωB97M-V with the def2-TZVPD basis set

```
! wB97M-V def2-TZVPD RIJCOSX def2/J DEFGRID3
* xyz 0 1
C -0.7648 -0.5912 0.5358
C -0.1413 0.7893 0.0562
C 1.4394 0.6974 0.3292
H -2.1403 -1.7123 -0.9205
H -1.7667 -0.4421 1.0818
H -0.0085 -1.0275 1.2513
H -0.6935 1.5872 0.5925
H -0.3719 0.0357 -1.9174
H 1.6712 0.5246 1.4035
H 1.9122 1.5439 -0.0829
O -0.7863 -1.6181 -0.4948
O -0.3740 1.0337 -1.3257
Cl 2.0245 -0.8205 -0.5089
*
```

- energy relative to the best compared isomer or geometry (same formula, charge and spin) (kJ/mol) = 394.5
- highest occupied orbital energy (eV) = -9.9
- total energy (a.u.) = -729.0410
- maximum force (eV Å⁻¹) = 6.451
- LUMO energy (Ha) = -0.0128

The lowest energy relative to the best compared isomer or geometry (same formula, charge and spin) belongs to which entry?
C28H26IIrN7O2S3

The lowest energy relative to the best compared isomer or geometry (same formula, charge and spin) belongs to which entry?
C28H26IIrN7O2S3